## w
{"formula": "C9H13NO2", "method": "wB97M-V/def2-TZVPD", "smiles": "Cc1ccc(O)cc1.CC(N)=O", "gap_ev": 8.83, "total_charge": 0, "symbols": ["C", "C", "C", "C", "C", "O", "C", "C", "H", "H", "H", "H", "H", "H", "H", "H", "C", "C", "N", "O", "H", "H", "H", "H", "H"], "positions_angstrom": [[0.8496, -2.0622, -1.2863], [0.7293, -1.4850, 0.0940], [-0.2958, -0.6025, 0.4136], [-0.2786, 0.0036, 1.6577], [0.7084, -0.3081, 2.5900], [0.6640, 0.2468, 3.8532], [1.6720, -1.2474, 2.3181], [1.6587, -1.8356, 1.0540], [1.7512, -1.7063, -1.7878], [-0.0049, -1.8135, -1.9111], [0.8988, -3.1536, -1.3503], [-1.1217, -0.5030, -0.2758], [-0.9006, 0.8731, 1.8710], [0.2465, 1.1132, 3.8110], [2.3812, -1.5958, 3.0604], [2.4025, -2.5722, 0.7704], [-0.1981, 1.9974, -3.2068], [-1.3131, 1.4871, -2.3630], [-1.9660, 2.4261, -1.6337], [-1.6042, 0.3097, -2.2983], [0.4267, 2.7938, -2.7827], [-0.5119, 2.4357, -4.1535], [0.5091, 1.2305, -3.4811], [-2.7909, 2.1755, -1.1019], [-1.6959, 3.3929, -1.7109]], "lowdin_charge": [-0.0583, -0.2868, -0.0370, -0.0234, -0.3320, 0.0281, -0.0158, -0.0477, 0.0793, 0.0621, 0.0775, 0.0901, 0.1108, 0.0952, 0.1169, 0.1138, -0.0149, -0.5998, 0.1560, 0.0253, 0.0836, 0.0853, 0.0782, 0.1147, 0.0986]}

***

## x
{"formula": "C9H13NO2", "method": "wB97M-V/def2-TZVPD", "smiles": "Cc1ccc(O)cc1.CC(N)=O", "gap_ev": 9.31, "total_charge": 0, "symbols": ["C", "C", "C", "C", "C", "O", "C", "C", "H", "H", "H", "H", "H", "H", "H", "H", "C", "C", "N", "O", "H", "H", "H", "H", "H"], "positions_angstrom": [[0.4797, -3.5139, 0.2422], [0.8904, -2.1918, -0.4027], [1.1773, -1.0795, 0.4077], [1.4607, 0.1367, -0.1625], [1.3028, 0.2842, -1.5525], [1.6129, 1.5251, -2.0759], [0.8344, -0.7368, -2.3433], [0.7714, -2.0178, -1.7668], [1.0806, -3.7090, 1.1289], [0.7754, -4.3099, -0.4461], [-0.5993, -3.4770, 0.3574], [0.9535, -1.2113, 1.4523], [1.5543, 1.0807, 0.3480], [0.8810, 1.9429, -2.5472], [0.5001, -0.5724, -3.3578], [0.8174, -2.8824, -2.4232], [-2.0485, 2.6369, 0.4908], [-1.4560, 2.7505, 1.8801], [-1.0901, 1.5612, 2.4370], [-1.3718, 3.7950, 2.4927], [-2.6344, 1.7240, 0.4389], [-1.2371, 2.5847, -0.1976], [-2.6854, 3.4668, 0.2622], [-0.6662, 1.5279, 3.3421], [-1.3031, 0.6852, 1.9952]], "lowdin_charge": [-0.0506, -0.2893, -0.0573, -0.0152, -0.3295, 0.0189, -0.0136, -0.0513, 0.0744, 0.0732, 0.0811, 0.1046, 0.1129, 0.1058, 0.1142, 0.1134, 0.0004, -0.5921, 0.1501, 0.0414, 0.0771, 0.0633, 0.0771, 0.1026, 0.0884]}

***

We find w to be the most stable, with the next structure 0.0172 hartree higher.